1.
Molecular formula: C5H14O2
Method: DFT, wB97M-V/def2-TZVPD

CARTESIAN COORDINATES (ANGSTROEM)
C (-1.61, 1.52, -1.08)
C (-0.64, 1.34, 0.00)
C (0.16, 0.18, 0.01)
C (1.43, -0.02, 0.68)
C (-0.46, 2.40, 0.96)
H (-1.35, 0.92, -1.95)
H (-2.65, 1.30, -0.82)
H (-1.71, 2.54, -1.46)
H (-0.41, -0.67, -0.32)
H (2.31, 0.33, 0.14)
H (1.61, -1.06, 0.79)
H (1.43, 0.47, 1.65)
H (0.11, 3.20, 0.47)
H (-1.38, 2.92, 1.21)
H (0.09, 2.09, 1.84)
H (-4.21, -3.30, 1.85)
H (-5.33, -2.18, 1.92)
O (-5.10, -3.06, 1.62)
H (5.79, -2.86, -3.26)
H (5.86, -2.72, -1.77)
O (6.06, -3.35, -2.48)

Results
expectation value of S²: 0.75
spin multiplicity: 2
max |F|: 1.24 eV/A
charge: +1
energy: -9497.5638 eV
highest occupied orbital energy (spin up / spin down): -13.48 / -13.48 eV
ΔE to the lowest compared entry with this formula, charge and spin: 63.0 kJ/mol

2.
Molecular formula: C5H14O3
Method: DFT, wB97M-V/def2-TZVPD

CARTESIAN COORDINATES (ANGSTROEM)
C (1.52, 1.26, -0.05)
C (1.15, 0.09, -1.01)
C (2.36, -0.66, -1.55)
C (0.14, -0.83, -0.31)
C (-1.30, -0.61, -0.61)
O (-1.69, 0.41, -1.12)
H (0.55, 1.63, 0.22)
H (1.99, 1.98, -0.72)
H (2.31, 0.91, 0.61)
H (0.70, 0.57, -1.88)
H (2.03, -1.47, -2.20)
H (2.98, 0.03, -2.12)
H (3.00, -1.15, -0.83)
H (0.31, -0.80, 0.77)
H (0.46, -1.87, -0.51)
H (-1.99, -1.40, -0.27)
O (-0.84, 2.89, 2.12)
H (-1.54, 3.54, 2.27)
H (-1.33, 2.06, 2.02)
O (-3.41, -1.87, 1.58)
H (-4.35, -1.96, 1.84)
H (-3.05, -2.75, 1.73)

Results
max |F|: 3.27 eV/A
energy: -11553.7503 eV
highest occupied orbital energy: -9.59 eV
ΔE to the lowest compared entry with this formula, charge and spin: 36.1 kJ/mol